# 1
The following is a quantum chemistry calculation of 4 unconnected molecules or ions with the total composition C27H72BClNO16P6 in a non-equilibrium geometry, from OMol25.

```
124
Properties=species:S:1:pos:R:3:forces:R:3
C 5.272 -1.099 -1.526 -0.1 0.0 1.0
C 3.842 -0.668 -0.826 0.2 -0.4 -0.5
O 2.708 -1.051 -1.691 0.2 0.8 2.2
C 1.475 -1.131 -0.838 1.8 -1.4 1.8
P -0.071 -0.688 -1.895 1.6 -1.2 1.2
Cl 0.646 -2.126 -3.323 1.1 -1.0 -1.3
C -1.154 -2.069 -1.059 -1.2 -1.6 1.0
O -1.277 -3.179 -2.021 -1.8 -1.0 2.4
C -2.113 -4.276 -1.500 -0.7 0.9 0.0
P -1.620 -0.186 -3.354 -3.5 -1.0 -1.4
N -3.102 -0.675 -2.928 -0.4 1.1 0.1
B 1.072 0.608 -2.811 2.6 1.8 -1.2
O 1.700 1.772 -2.142 -1.3 -0.6 -2.4
O 1.304 0.456 -4.266 -1.8 2.9 1.3
P -0.667 0.774 -0.440 1.0 2.3 1.7
C -1.154 0.055 1.259 -2.2 0.9 1.2
C -2.821 0.155 1.355 -0.5 -0.1 -0.3
C -1.829 2.136 -1.049 -2.2 1.6 0.3
C -1.079 3.367 -1.896 0.9 -0.4 1.3
H 6.101 -0.398 -1.042 -1.6 -1.4 -1.2
H 5.551 -2.207 -1.193 -0.7 2.3 -1.0
H 5.250 -0.998 -2.701 0.0 -0.2 2.5
H 3.719 -1.278 0.182 0.4 1.5 -1.8
H 3.793 0.499 -0.675 0.1 -2.3 0.0
H 1.476 -2.240 -0.430 -0.2 2.0 -0.7
H 1.619 -0.432 0.089 -0.3 -1.1 -1.7
H -0.650 -2.520 -0.090 -0.6 1.0 -1.7
H -2.203 -1.648 -0.679 2.0 -1.0 -1.3
H -2.302 -5.018 -2.390 0.4 1.4 1.8
H -3.139 -3.770 -1.160 1.9 -1.4 -0.6
H -1.622 -4.842 -0.577 -0.9 1.2 -1.9
H -1.715 1.221 -3.663 0.7 -0.4 -0.1
H -1.290 -0.856 -4.605 0.1 1.0 0.6
H -3.792 0.105 -2.892 0.8 -0.8 -0.1
H 1.807 2.521 -2.799 0.2 -1.4 1.0
H 0.929 1.315 -4.672 1.1 -1.8 0.6
H -0.746 -1.017 1.492 -0.8 2.1 -0.7
H -0.767 0.805 2.099 -0.5 -1.7 -1.8
H -3.300 0.034 0.277 1.0 0.2 2.2
H -3.287 -0.684 2.026 0.9 1.6 -1.0
H -3.174 1.226 1.742 0.9 -2.4 -0.7
H -2.818 1.759 -1.599 2.1 0.8 1.0
H -2.242 2.688 -0.072 0.9 -1.3 -1.9
H -1.705 4.371 -1.827 1.2 -2.2 -0.4
H -0.045 3.531 -1.324 -2.2 -0.2 -1.3
H -0.794 3.069 -2.989 -0.8 0.7 2.0
O -5.682 2.873 0.906 -0.8 1.1 -4.6
P -7.002 3.647 0.670 -0.6 -0.3 9.7
O -6.673 4.827 1.790 0.0 0.1 -0.9
C -5.822 5.889 1.417 0.2 0.4 0.0
C -6.523 6.850 0.478 -0.1 0.2 -0.2
O -7.873 2.665 1.706 -0.5 -0.1 -1.5
C -7.498 1.297 1.848 0.5 -0.4 0.1
C -6.575 1.097 3.043 -0.2 0.0 0.3
O -8.477 4.512 0.407 2.3 -1.0 -2.4
C -9.436 3.911 -0.450 -0.9 -0.1 -0.3
C -10.270 2.849 0.252 0.0 -0.5 0.0
H -4.904 5.497 0.966 0.1 0.0 0.0
H -5.542 6.417 2.334 0.0 -0.2 0.0
H -6.734 6.370 -0.483 0.0 0.1 0.0
H -5.904 7.731 0.290 0.0 -0.1 0.0
H -7.483 7.171 0.896 0.2 -0.1 0.0
H -7.042 0.923 0.923 0.0 0.1 0.3
H -8.409 0.713 1.999 -0.1 0.2 0.0
H -5.787 1.852 3.102 -0.1 -0.1 -0.3
H -6.111 0.108 3.010 0.0 0.1 0.0
H -7.148 1.175 3.976 0.1 0.0 -0.2
H -8.943 3.500 -1.336 -0.2 0.0 0.0
H -10.103 4.711 -0.781 0.2 0.1 0.0
H -9.752 1.886 0.246 -0.1 0.1 0.2
H -11.223 2.693 -0.264 0.1 0.2 0.0
H -10.471 3.118 1.296 0.1 0.0 -0.3
O -0.757 -5.442 3.735 -4.2 -1.2 2.1
P -0.941 -6.968 3.917 9.2 -0.5 -3.7
O 0.485 -7.183 4.739 -0.8 -0.1 0.4
C 0.520 -6.883 6.117 0.2 0.0 0.4
C -0.209 -7.937 6.926 -0.1 -0.2 0.2
O -0.323 -7.319 2.404 -1.6 -0.4 0.4
C -0.506 -6.383 1.344 0.2 0.6 -0.2
C 0.699 -5.461 1.205 0.3 -0.2 -0.1
O -1.146 -8.674 4.121 -2.3 2.5 0.9
C -2.246 -9.278 3.456 -0.4 -0.8 -0.4
C -1.963 -9.562 1.987 -0.1 0.2 -0.5
H 0.099 -5.888 6.297 0.0 0.0 0.0
H 1.572 -6.858 6.416 -0.1 0.0 -0.2
H -1.282 -7.922 6.709 0.0 0.0 0.1
H -0.075 -7.767 7.997 0.0 0.0 0.0
H 0.156 -8.939 6.677 0.0 0.2 0.0
H -1.433 -5.814 1.486 0.3 0.0 0.0
H -0.632 -6.948 0.416 0.0 -0.2 0.1
H 1.055 -5.082 2.167 -0.3 0.0 0.0
H 0.460 -4.612 0.560 0.0 -0.1 0.0
H 1.539 -6.007 0.757 -0.2 0.1 0.0
H -3.141 -8.659 3.571 -0.1 -0.2 0.0
H -2.432 -10.229 3.962 0.0 0.2 0.2
H -2.162 -8.675 1.380 0.2 -0.2 0.0
H -2.618 -10.353 1.607 0.0 0.0 0.2
H -0.919 -9.855 1.827 -0.3 0.1 0.1
O 8.548 2.491 -1.410 2.5 -0.9 -4.0
P 8.783 3.749 -2.281 -4.6 4.8 7.4
O 9.456 4.644 -1.056 0.5 -0.3 -0.7
C 10.815 4.438 -0.740 0.4 0.1 0.2
C 11.720 5.040 -1.797 0.2 0.1 -0.2
O 7.222 4.307 -2.066 0.6 -0.4 -1.5
C 6.166 3.367 -1.887 -0.3 -0.5 0.4
C 5.881 3.128 -0.409 -0.1 0.3 0.2
O 9.047 5.155 -3.255 1.1 -3.3 -0.7
C 8.514 5.140 -4.571 -0.4 0.4 -0.8
C 7.031 5.480 -4.611 -0.5 -0.3 0.0
H 11.016 3.369 -0.613 0.0 0.0 0.1
H 11.003 4.928 0.220 -0.2 -0.1 -0.1
H 11.616 4.507 -2.748 0.1 0.0 0.0
H 12.767 4.986 -1.489 0.0 0.0 0.0
H 11.458 6.086 -1.983 0.0 -0.2 0.1
H 6.391 2.428 -2.408 0.0 0.2 0.3
H 5.269 3.775 -2.361 0.1 0.2 0.0
H 6.791 2.994 0.182 0.0 -0.1 -0.3
H 5.245 2.249 -0.277 0.0 0.1 0.0
H 5.360 3.995 0.017 0.0 -0.2 -0.1
H 8.707 4.172 -5.044 0.0 0.1 -0.1
H 9.059 5.902 -5.136 0.2 -0.1 0.1
H 6.427 4.589 -4.422 0.0 0.2 0.1
H 6.740 5.851 -5.599 0.2 0.0 0.1
H 6.769 6.232 -3.857 0.2 -0.2 -0.2
```
Forces are in eV/Å.

The calculation puts the largest force on an atom at 9.93 eV Å⁻¹. The calculation puts the HOMO energy at -3.5 eV. The multiplicity is 1. The HOMO-LUMO gap is 0.10927 Eh. The net charge is -1. The calculation puts the total energy at -4863.346122 Ha.



# 2
The following is a quantum chemistry calculation of a molecular structure, C43H30Br2CoN11O5, from OMol25.

```
92
Properties=species:S:1:pos:R:3:forces:R:3
Co 0.849 -0.285 0.639 0.1 0.1 0.0
O 5.908 -1.103 -0.637 0.0 0.0 0.1
C 5.268 -1.505 -1.747 0.0 0.0 0.0
C 6.046 -1.976 -2.806 0.0 0.0 0.0
C 5.453 -2.405 -3.978 0.0 0.0 0.0
C 4.069 -2.374 -4.122 0.0 0.0 0.0
C 3.295 -1.909 -3.074 0.0 0.0 0.0
C 3.867 -1.470 -1.882 0.0 0.0 0.0
C 2.975 -0.983 -0.802 0.1 0.0 0.0
O 1.713 -0.967 -0.984 0.0 0.0 0.0
N 3.551 -0.566 0.317 -0.1 0.0 0.0
N 2.635 0.001 1.145 0.0 -0.1 0.1
C 3.409 -1.394 2.975 0.0 0.0 0.0
C 2.221 0.790 3.319 0.0 0.0 0.0
C 2.911 1.396 4.362 0.0 0.0 0.0
C 2.267 2.133 5.341 0.0 0.0 0.0
C 0.886 2.278 5.259 0.0 0.0 0.0
C 0.188 1.712 4.212 0.0 0.0 0.0
C 0.815 0.954 3.199 -0.1 0.0 -0.1
O 0.084 0.466 2.235 0.0 -0.1 0.0
H 5.209 -0.805 0.007 0.0 0.0 0.0
H 7.120 -1.995 -2.678 0.0 0.0 0.0
H 6.075 -2.769 -4.787 0.0 0.0 0.0
H 3.603 -2.711 -5.039 0.0 0.0 0.0
H 2.216 -1.873 -3.150 0.0 0.0 0.0
H 3.616 -1.965 2.067 0.0 0.0 0.0
H 3.985 1.267 4.396 0.0 0.0 0.0
H 2.830 2.583 6.148 0.0 0.0 0.0
H 0.350 2.842 6.014 0.0 0.0 0.0
H -0.888 1.821 4.138 0.0 0.0 0.0
C -4.380 -1.696 0.782 0.0 0.0 0.0
N -3.010 -1.559 0.345 0.0 -0.1 -0.1
C -2.061 -0.739 0.799 0.1 0.0 0.0
N -0.952 -0.946 0.122 -0.2 -0.1 0.0
C -1.270 -1.949 -0.736 0.0 0.1 0.0
N -2.517 -2.347 -0.642 0.0 0.1 0.1
C -5.365 -1.387 -0.322 0.0 0.0 0.0
C -6.623 -1.974 -0.337 0.0 0.0 0.0
C -7.525 -1.687 -1.354 0.0 0.0 0.0
C -7.177 -0.822 -2.376 0.0 0.0 0.0
C -5.916 -0.234 -2.365 0.0 0.0 0.0
C -5.021 -0.511 -1.340 0.0 0.0 0.0
C -5.500 0.648 -3.455 -0.1 -0.1 0.0
N -6.061 0.879 -4.591 0.0 0.0 0.0
N -5.227 1.767 -5.266 0.0 0.0 0.0
C -4.232 1.995 -4.482 0.1 0.1 -0.1
O -4.337 1.326 -3.311 0.0 0.0 0.1
C -3.057 2.843 -4.678 -0.1 0.0 0.0
C -2.684 3.247 -5.956 0.0 0.0 0.0
C -1.559 4.035 -6.115 0.0 0.0 0.0
C -0.809 4.423 -5.010 0.0 0.0 0.0
C -1.184 4.034 -3.732 0.0 0.0 0.0
C -0.401 4.489 -2.523 0.0 0.0 0.0
N 0.249 3.417 -1.791 0.0 0.1 0.0
C -0.266 2.538 -0.920 0.0 0.0 0.2
N 0.682 1.775 -0.431 0.1 -0.1 -0.3
C 1.799 2.233 -1.056 -0.1 0.0 0.0
N 1.586 3.231 -1.885 0.0 0.0 0.0
C -2.312 3.241 -3.577 0.0 0.0 0.0
H -4.513 -1.013 1.623 0.0 0.0 0.0
H -4.530 -2.710 1.154 0.0 0.0 0.0
H -2.153 -0.055 1.628 0.0 0.0 0.0
H -0.553 -2.377 -1.415 0.0 0.0 0.0
H -6.896 -2.674 0.444 0.0 0.0 0.0
H -8.500 -2.155 -1.356 0.0 0.0 0.0
H -7.859 -0.603 -3.186 0.0 0.0 0.0
H -4.034 -0.069 -1.359 0.0 0.0 0.0
H -3.274 2.931 -6.806 0.0 0.0 0.0
H -1.254 4.344 -7.106 0.0 0.0 0.0
H 0.078 5.030 -5.145 0.0 0.0 0.0
H -1.054 5.025 -1.833 0.0 0.0 0.0
H 0.397 5.164 -2.825 0.0 0.0 0.0
H -1.308 2.502 -0.647 0.0 0.0 0.0
H 2.780 1.822 -0.879 0.0 0.0 0.0
H -2.627 2.927 -2.589 0.0 0.0 0.0
Br -1.433 -3.623 2.665 0.0 0.0 0.0
C 0.086 -3.021 3.636 0.0 0.0 0.0
C 0.102 -3.203 5.004 0.0 0.0 0.0
C 1.215 -2.825 5.727 0.0 0.0 0.0
Br 1.188 -3.138 7.610 0.0 0.0 0.0
C 2.334 -2.259 5.093 0.1 0.0 0.0
C 3.546 -1.951 5.798 0.0 0.0 0.0
C 4.682 -1.499 5.115 0.0 0.0 0.0
C 4.656 -1.246 3.777 0.0 0.0 0.0
N 2.994 -0.039 2.442 0.1 0.0 0.0
C 2.272 -2.053 3.706 0.1 0.0 0.0
C 1.156 -2.435 2.902 0.0 0.0 0.0
O 1.134 -2.279 1.638 0.0 0.0 0.0
H -0.746 -3.651 5.502 0.0 0.0 0.0
H 3.587 -2.111 6.865 0.0 0.0 0.0
H 5.598 -1.339 5.672 0.0 0.0 0.0
H 5.532 -0.873 3.259 0.0 0.0 0.0
```
Forces are in eV/Å.

The calculation puts the largest force on an atom at 0.30 eV Å⁻¹. The calculation puts the energy relative to the best compared isomer or geometry (same formula, charge and spin) at 281.01 kJ/mol. The calculation puts the HOMO energy (spin up / spin down) at -3.9 / -4.4 eV. The multiplicity is 4. The HOMO-LUMO gap (spin up / spin down) is 0.19649 / 0.21196 Eh. The net charge is -1. The calculation puts the total energy at -9166.038000 Ha.



# 3
The following is a quantum chemistry calculation of a single C5H7NO2 molecule in a non-equilibrium geometry, from OMol25.

```
15
Properties=species:S:1:pos:R:3:forces:R:3
C -0.816 1.619 0.467 0.0 0.2 0.2
C 0.386 0.770 0.151 -0.2 0.7 0.3
C 1.559 1.342 0.020 1.3 0.6 -0.3
O 2.579 1.903 -0.138 -1.0 -0.5 0.4
N 0.214 -0.583 -0.181 1.0 -1.2 -0.3
C -1.084 -1.233 -0.202 0.0 -0.5 -0.1
C 1.303 -1.446 -0.332 0.2 0.3 0.7
O 2.391 -1.358 0.218 -1.1 0.6 -0.9
H -1.296 1.282 1.391 -0.1 0.1 -0.1
H -0.538 2.671 0.609 0.1 -0.3 0.0
H -1.543 1.592 -0.351 0.0 0.0 0.1
H -1.915 -0.568 0.035 0.3 0.0 -0.1
H -1.247 -1.678 -1.188 -0.2 0.1 0.1
H -1.071 -2.044 0.536 -0.3 0.2 -0.1
H 1.077 -2.267 -1.035 -0.1 -0.1 0.3
```
Forces are in eV/Å.

The calculation puts the largest force on an atom at 1.64 eV Å⁻¹. The calculation puts the energy relative to the best compared isomer or geometry (same formula, charge and spin) at 173.80 kJ/mol. The calculation puts the HOMO energy at -7.8 eV. The multiplicity is 1. The HOMO-LUMO gap is 0.30785 Eh. The calculation puts the total energy at -399.899365 Ha. As for the SMILES: CC(=C=O)N(C)C=O.



Among the records above, which one has the highest total energy? C5H7NO2